Density functional theory data (ωB97M-V/def2-TZVPD) for a molecular structure, C44H38BrCeClF6N9O5SbSe2.

```
108
Properties=species:S:1:pos:R:3:forces:R:3
Ce -0.015378 0.222430 0.200570 0.04 -1.84 1.38
N -0.363511 4.357158 -1.887744 -0.07 -1.83 2.59
C -0.099042 3.074388 -1.700610 0.23 1.35 0.13
N -0.562553 2.682362 -0.347122 -0.38 0.41 0.30
C -2.794048 2.804723 0.496402 0.01 -2.01 1.29
N -2.963236 2.064094 1.557464 -0.22 0.79 -0.07
N -2.304998 0.821249 1.595677 0.09 0.37 -0.09
C -2.442947 0.239542 2.730786 0.04 0.25 1.67
C -1.755920 -0.975098 3.130253 -1.40 -0.49 0.03
C -1.946627 -1.717830 4.238578 1.12 -1.24 0.20
C -1.143430 -2.979213 4.523061 -1.45 1.51 -0.86
C -0.157587 -3.334268 3.718357 1.09 -0.53 -0.60
C 0.325035 -2.385463 2.694848 -0.73 1.36 -1.11
N -0.797557 -1.376165 2.249288 3.04 -1.32 -1.07
C -3.290169 4.140945 0.274428 1.62 -1.61 -1.85
C -4.283754 4.675481 0.988661 -1.01 1.77 0.52
C -4.817615 5.918090 0.624646 0.75 -0.14 -1.29
C -4.333027 6.602006 -0.601709 0.27 -1.49 1.20
C -3.377759 6.063736 -1.395651 -0.72 -1.32 0.64
C -2.728095 4.717953 -1.037313 -0.26 2.08 0.41
H 0.025069 4.669487 -2.725482 0.31 1.31 -1.50
H 2.524188 2.271043 -2.099314 -0.68 0.15 0.37
H -2.891404 0.694649 3.610377 -0.81 0.46 -0.49
H -2.688485 -1.522611 4.973226 -0.47 0.69 0.43
H -1.495039 -3.591773 5.324596 -0.05 -0.26 0.37
H 0.448053 -4.257182 3.789472 -0.57 0.49 0.33
H 1.275817 -1.908779 2.964391 -0.62 -0.36 -0.01
H -4.639282 4.155298 1.856972 -0.22 -0.20 0.23
H -5.658979 6.288752 1.183397 -0.02 0.39 -0.02
H -4.774031 7.533363 -0.812600 -0.44 1.01 -0.44
H -3.029436 6.426718 -2.360545 -0.30 0.51 0.28
Se -2.893795 -0.577428 -1.596413 -0.76 -0.08 0.77
Se -2.451571 1.048591 -3.170901 -0.09 1.06 0.14
C -2.524754 2.487048 -1.889139 0.67 -1.85 0.77
C -2.934625 3.693902 -2.126568 -0.68 1.59 -0.84
C -1.163617 5.181737 -0.918958 0.59 -1.13 0.44
C -0.606499 4.969990 0.501865 -0.49 0.20 -1.21
C -0.403871 3.697274 0.729974 0.63 -1.05 0.22
N -2.013249 2.218235 -0.542255 1.29 -0.02 -1.05
C -1.827601 -1.793447 -2.574217 -0.15 0.48 -0.09
C -2.316598 -2.423860 -3.691709 -1.36 0.01 0.40
C -1.501549 -3.289678 -4.364427 0.69 -0.42 -0.52
C -0.163265 -3.419432 -3.987825 0.25 1.10 1.75
C 0.235175 -2.684536 -2.836742 -0.66 0.31 -0.01
N -0.607202 -1.863663 -2.135540 1.70 -1.86 -0.54
H -3.349321 3.978444 -3.100390 0.03 -0.02 0.46
H -1.045738 6.212901 -1.153149 -0.17 0.71 -0.60
H -0.408824 5.779565 1.227166 -0.23 -0.57 -0.63
H -0.007458 3.269795 1.634747 -0.01 0.16 0.11
H -3.376837 -2.262845 -3.909402 0.45 -0.30 -0.28
H -1.928291 -3.856168 -5.168468 0.10 -0.20 -0.44
H 0.586213 -4.030708 -4.479848 -0.38 -0.05 -0.07
H 1.235772 -2.720945 -2.402514 -0.14 -0.13 -0.37
Br 3.230450 4.129948 -0.146573 0.48 -0.35 -0.36
C 4.790580 3.276714 -0.930554 -0.33 -0.54 0.00
C 5.979950 3.433203 -0.277287 -0.86 -0.53 -1.09
C 7.111270 2.801561 -0.817570 0.65 0.62 0.06
C 7.052726 2.136704 -1.980133 -0.14 -0.92 -1.25
C 5.821064 1.863443 -2.644450 0.56 -0.18 1.06
C 5.750658 0.914358 -3.686304 -0.95 0.76 -0.04
C 4.522987 0.505628 -4.136924 -0.06 0.06 -0.44
C 3.342616 0.981089 -3.548528 0.06 -0.18 0.87
C 3.417187 1.913180 -2.550516 -0.06 0.10 -0.15
C 4.653272 2.379196 -2.059486 -0.52 0.72 0.13
H 6.020905 3.979259 0.618579 0.16 0.76 0.95
H 8.087904 2.923677 -0.392971 0.19 0.14 0.53
H 7.946204 1.699573 -2.407356 0.11 0.04 0.05
H 6.677645 0.614937 -4.104347 0.58 -0.53 -0.48
H 4.349287 -0.127298 -4.993092 0.62 -0.43 -0.03
H 2.404493 0.462085 -3.751156 0.08 0.58 -0.25
C -1.931272 -6.082494 -1.490574 0.21 -1.30 -0.30
C -2.181488 -4.784937 -0.836616 -0.43 1.30 -0.85
C -1.824665 -4.679888 0.630710 -0.18 0.41 0.90
C -2.729875 -5.632146 1.423044 0.46 -0.58 0.91
C -2.464503 -5.787521 2.940591 0.44 -0.21 -0.35
C -0.361586 -5.063924 0.736698 -0.70 1.12 0.49
O 0.020846 -6.201049 0.752652 0.19 -0.91 0.03
N 0.536168 -4.033151 0.714502 2.16 -0.16 -0.09
C 0.348172 -2.671145 1.195754 0.53 -0.05 -1.41
O 1.128931 -1.673948 0.598452 -0.60 -0.82 0.16
N -1.051396 -2.200879 0.993552 0.51 -0.83 0.60
C -2.111850 -3.200458 0.944396 2.31 0.16 0.44
O -3.190487 -2.757977 1.039497 -3.15 0.58 0.42
H -2.058299 -6.008844 -2.555178 -0.33 0.19 -0.57
H -2.619295 -6.856845 -1.136974 0.32 -0.03 -0.03
H -0.895638 -6.390601 -1.368386 -0.08 -0.30 0.20
H -3.221941 -4.472797 -0.975610 -0.01 -0.06 0.22
H -1.593780 -4.020885 -1.333403 0.17 0.14 -0.33
H -2.445419 -6.614912 1.073602 -0.12 -0.24 -0.53
H -3.761378 -5.467784 1.147088 -0.30 0.19 0.09
H -1.374181 -5.757001 3.022790 -0.01 -0.42 0.30
H -2.822137 -6.773986 3.330118 0.22 0.93 -0.40
H -2.792997 -4.988128 3.589843 -0.54 0.22 -0.04
H 1.486853 -4.497900 0.729453 -1.12 1.47 0.05
F 0.410727 1.455811 2.390147 -0.45 -0.55 -1.23
Sb 1.599946 1.409474 3.917529 -2.10 1.01 0.38
F 1.588496 3.213677 3.688436 0.41 1.82 -0.15
F 0.702254 0.210933 -1.589328 0.62 0.76 -0.92
F 2.591010 1.385995 5.438695 1.06 0.10 1.04
F -0.039609 1.470000 4.843443 -0.10 0.25 0.34
F 1.355574 -0.381486 3.922965 0.25 -2.07 0.23
Cl 4.718022 -0.507092 -0.491150 -0.16 0.42 0.74
C 4.717833 0.416659 1.039657 -0.69 -0.22 0.90
C 3.317061 0.872321 1.533565 -2.85 -1.73 -3.30
O 2.367484 0.848296 0.656655 2.31 0.40 2.68
O 3.156870 1.166354 2.781770 1.59 -0.04 -0.97
H 5.211190 1.360012 0.926660 0.73 0.42 -0.43
H 5.278427 -0.178817 1.780962 -0.58 0.37 -0.15
```
Positions in Å, forces in eV/Å.

The value obtained for the total energy is -318913.4583 eV. The net charge is +1. As for the spin multiplicity: 2. The strongest force on any atom is 4.69 eV/Å. The HOMO energy is -0.3717 hartree. For the frontier orbital gap, the calculation gives 5.87 eV.

---

Density functional theory data (ωB97M-V/def2-TZVPD) for 14 unconnected molecules or ions with the total composition C38H108B3Cl3F12N8O11.

```
183
Properties=species:S:1:pos:R:3:forces:R:3
C -7.808201 4.280715 -4.425428 1.54 -0.96 -0.52
O -7.231174 2.996190 -4.177500 0.38 -0.52 0.67
C -6.110388 2.962819 -3.286100 -0.89 -0.14 -0.55
C -4.854461 3.332770 -4.068551 0.85 -0.79 0.92
N -4.777155 2.379892 -5.225857 2.29 -0.81 0.33
H -4.776906 1.420117 -4.801855 -0.01 0.54 -0.82
H -5.516564 2.463959 -5.907853 -0.97 0.30 0.11
C -3.494858 2.532895 -6.082582 -1.86 1.15 -0.32
C -3.845359 2.702361 -7.579961 -0.42 0.02 -0.41
O -5.097052 3.361951 -7.791546 0.53 0.58 1.25
C -5.581091 3.105227 -9.102422 -1.27 1.18 0.47
H -7.478319 5.025066 -3.721253 -0.09 0.30 0.47
H -8.843227 4.104710 -4.427100 -1.45 0.27 0.11
H -7.475651 4.553291 -5.413085 -0.09 0.60 -0.49
H -6.061752 1.895970 -2.909724 0.18 1.27 -0.20
H -6.314096 3.677894 -2.479160 0.43 -0.35 0.16
H -3.943532 3.220192 -3.421926 -0.73 -0.46 -0.62
H -4.755414 4.340680 -4.427054 -0.66 0.50 -0.39
H -2.871876 1.714614 -5.871887 0.75 -1.08 0.00
H -3.002370 3.429022 -5.735501 0.01 0.29 0.15
H -3.958956 1.805337 -8.176886 0.54 -0.90 0.53
H -3.027774 3.254414 -8.047287 0.07 0.19 0.03
H -5.759680 2.044460 -9.119772 -0.01 -0.57 -0.82
H -4.864494 3.486681 -9.842827 -0.32 -0.35 -0.04
H -6.584919 3.633376 -9.199917 1.42 -0.57 0.06
C -5.026468 -0.979846 4.177356 0.01 2.07 -0.42
O -4.029488 -0.107225 4.756626 -0.62 -0.49 0.04
C -3.624510 0.742396 3.738780 0.02 0.46 -2.12
C -2.649205 1.777710 4.174770 0.17 0.34 0.85
N -1.416027 1.163690 4.809209 1.11 0.32 0.06
H -0.905659 0.704209 4.028479 -0.19 0.29 0.60
H -0.770616 1.916820 5.152104 -0.55 -0.61 -0.68
C -1.504069 0.199060 5.972912 1.26 0.92 -1.11
C -0.122993 -0.050694 6.611270 -0.98 0.86 1.31
O 0.536571 1.193637 6.834312 -0.66 -0.12 -0.48
C 1.670688 1.079970 7.683855 -0.06 0.87 -0.51
H -4.547934 -1.742156 3.560509 -0.12 -0.27 0.21
H -5.574372 -0.265290 3.494536 -0.21 -1.33 0.59
H -5.646961 -1.315957 4.996017 -0.10 -0.44 -0.13
H -4.479827 1.285661 3.206505 0.86 -0.57 0.90
H -3.146834 0.164452 2.910421 -0.23 0.13 0.39
H -3.071302 2.509461 4.868043 0.05 -0.26 0.16
H -2.337372 2.331340 3.286073 0.27 -0.09 0.14
H -1.961350 -0.660901 5.593176 -0.25 -1.36 -0.32
H -2.217762 0.592804 6.629467 -0.69 0.83 1.31
H 0.509159 -0.753824 6.073223 0.04 -0.08 -0.24
H -0.391858 -0.457654 7.614274 0.39 -0.26 -0.60
H 1.944881 2.087491 8.045369 0.05 -0.35 -0.72
H 2.473585 0.594064 7.107674 0.03 0.09 0.61
H 1.387331 0.580937 8.587336 0.05 -0.91 0.50
C -1.220743 -2.358433 3.822770 0.40 0.23 1.76
O -0.978723 -1.376796 2.850929 0.73 0.25 -0.36
C 0.310410 -1.561451 2.254253 -0.29 0.94 -0.52
C 0.444493 -0.603067 1.090160 -0.62 1.23 0.14
N -0.639664 -0.937312 0.132862 -0.73 -0.20 -1.83
H -0.870869 -1.953651 0.328179 -0.29 0.47 -0.71
H -1.584255 -0.473524 0.216212 0.92 -0.10 0.79
C -0.291379 -0.710306 -1.339754 -0.76 -0.82 -1.18
C -0.480464 0.777879 -1.810184 0.36 -1.82 -1.00
O 0.450390 1.632455 -1.261771 1.20 -0.29 0.73
C 0.082299 2.973859 -1.062271 -0.11 0.73 0.69
H -0.354368 -2.374281 4.531383 -0.59 0.01 -0.17
H -1.331361 -3.370588 3.483216 -0.08 -0.44 -0.86
H -2.132738 -2.102064 4.387869 0.35 -0.04 -0.44
H 0.370079 -2.550104 1.846672 0.16 -0.97 0.04
H 1.143330 -1.371343 2.924397 0.02 -0.09 0.52
H 1.401745 -0.699110 0.541632 -0.47 -0.02 0.66
H 0.274835 0.435556 1.418336 0.44 -0.36 -0.11
H -0.935245 -1.460154 -1.997003 0.92 1.85 1.40
H 0.739602 -1.046932 -1.526007 -0.15 0.15 0.40
H -1.470355 1.077438 -1.624641 -1.57 0.47 0.59
H -0.398977 0.798803 -2.902022 0.02 -0.36 -0.03
H -0.892443 3.014089 -0.560734 0.07 0.16 -0.11
H 0.065236 3.621418 -1.958783 -0.07 -0.61 -0.06
H 0.833689 3.400846 -0.381721 -0.36 -0.16 -0.15
C 4.850252 -4.156868 3.121610 -1.64 -0.41 -0.56
C 5.321399 -2.767736 3.488554 0.26 0.03 0.60
C 6.322163 -2.910745 4.668596 -0.80 -0.46 -1.26
O 7.501917 -3.368946 4.019530 -0.88 -0.58 0.26
C 8.482565 -3.849929 4.900475 -0.44 0.28 1.88
N 5.989513 -2.054836 2.382282 -1.87 2.12 1.59
H 6.748298 -2.547780 2.049796 2.20 -1.38 -0.82
H 5.310557 -1.887793 1.641295 -0.21 0.13 -0.55
H 6.314825 -1.077690 2.772803 -0.09 -0.67 -0.71
H 3.875745 -4.340147 3.696628 1.67 -0.26 -0.51
H 5.654574 -4.877480 3.281062 -0.37 -0.15 0.31
H 4.548968 -4.275381 2.061347 0.17 0.39 0.39
H 4.446123 -2.176638 3.751498 0.18 0.28 0.15
H 5.799603 -3.724441 5.236639 1.02 0.82 0.46
H 6.532794 -1.969475 5.194448 -0.28 -0.32 0.18
H 8.146875 -4.577085 5.688450 -0.57 1.01 -0.32
H 8.958521 -2.970029 5.365223 0.26 -0.64 0.01
H 9.129581 -4.496806 4.392994 1.40 -0.24 -1.30
C 5.835797 3.813008 4.764612 -0.27 -0.63 -0.99
C 5.152870 3.922533 3.373332 -1.58 -0.46 0.44
C 6.078442 4.247426 2.228852 1.12 0.69 0.21
O 5.505921 4.100258 0.970039 -0.84 -0.24 -1.00
C 4.918853 5.245990 0.366572 1.92 1.21 1.38
N 4.489814 2.547236 3.013792 -1.79 1.29 1.28
H 3.876532 2.657913 2.200227 0.42 0.07 -0.31
H 5.153789 1.749545 2.939339 0.45 0.17 -0.03
H 3.750593 2.299500 3.719607 1.06 0.48 -0.36
H 6.201242 4.782215 5.087503 0.11 0.08 -0.07
H 6.660111 3.119392 4.566627 0.11 0.17 0.62
H 5.197312 3.399327 5.577969 0.20 0.29 -0.81
H 4.336877 4.691677 3.356336 0.35 -0.98 0.17
H 6.948571 3.614635 2.220884 0.35 -0.60 0.26
H 6.485131 5.255082 2.360316 -0.18 0.16 0.14
H 5.643837 5.898537 -0.146880 0.16 -0.62 -0.15
H 4.507357 5.920028 1.094105 -0.54 0.16 0.73
H 4.157590 4.972692 -0.276142 -1.43 -0.82 -1.37
C -4.418990 -4.266632 -2.255827 0.30 -1.14 2.35
C -4.741846 -2.797294 -2.178771 1.64 1.43 0.45
C -6.019522 -2.386228 -2.862390 0.04 0.39 0.56
O -6.281025 -1.031964 -2.530063 0.08 -0.55 0.28
C -7.658136 -0.760112 -2.400057 -0.78 0.01 -0.70
N -4.742298 -2.241687 -0.693412 -0.64 -1.08 -1.61
H -5.602010 -2.441190 -0.199517 -0.28 -0.59 0.14
H -3.933054 -2.599488 -0.173877 0.43 -0.22 0.22
H -4.744376 -1.234884 -0.676611 0.28 0.91 -0.35
H -4.053839 -4.595795 -3.215039 -0.17 0.20 -0.51
H -5.289666 -4.868854 -1.956388 0.05 0.05 -0.42
H -3.638754 -4.588554 -1.487293 -0.74 0.78 -0.93
H -3.905192 -2.237665 -2.633774 -0.32 -0.08 0.24
H -6.787395 -3.073986 -2.521058 -0.61 0.08 0.19
H -5.947221 -2.503866 -3.933442 0.27 -0.14 -0.46
H -8.121421 -0.637991 -3.406126 0.15 0.12 0.68
H -7.838637 0.092497 -1.756493 0.42 0.50 -0.27
H -8.178645 -1.558885 -1.884685 -0.09 -0.54 0.01
C 3.186625 2.535046 -1.899808 1.66 1.56 -1.00
C 4.247871 1.539613 -2.252914 1.38 0.79 -0.44
C 5.579381 1.787203 -1.492564 -1.00 0.95 -0.65
O 6.497085 0.778007 -1.735923 0.61 -0.87 1.00
C 7.057446 0.351131 -0.458323 -0.51 -0.02 -0.58
N 3.813704 0.211438 -1.834500 0.37 1.19 0.43
H 3.545018 0.235012 -0.796978 0.58 -0.57 -1.36
H 3.046797 -0.193516 -2.316192 -1.14 -0.12 -0.66
H 4.589807 -0.430243 -1.967531 0.28 -0.21 0.56
H 2.350856 2.225253 -2.467447 -1.41 0.14 0.00
H 3.509533 3.539046 -2.275794 -0.27 -0.75 0.18
H 3.052160 2.656188 -0.840183 -0.49 -0.33 0.50
H 4.420861 1.559086 -3.356729 0.00 -0.23 0.81
H 5.385200 1.904045 -0.412410 -0.15 0.05 -0.33
H 5.962210 2.736168 -1.859413 0.10 0.33 0.08
H 6.195295 0.245144 0.219296 0.73 -0.11 0.17
H 7.830935 1.010778 -0.071334 -0.33 0.56 0.02
H 7.566235 -0.579876 -0.608281 -0.02 -0.72 -0.24
C -0.743235 -6.291847 -1.519834 -1.29 1.02 -0.42
C -0.312719 -5.020972 -2.255793 -0.94 0.11 -0.41
C 1.098298 -4.655168 -2.017305 -0.21 2.05 0.00
O 1.568520 -3.777810 -3.092492 -1.16 -0.60 2.09
C 2.962380 -3.654135 -2.961295 0.95 -0.05 -0.11
N -0.475028 -5.122954 -3.795391 1.45 0.12 -0.06
H -0.456868 -6.069184 -4.177413 -0.31 -0.06 0.24
H -1.331928 -4.648177 -4.023792 -0.45 0.18 -0.62
H 0.357356 -4.616769 -4.248735 -1.21 -0.28 0.87
H -0.181599 -7.200123 -1.682010 0.55 0.03 -0.08
H -1.740907 -6.444609 -1.932930 -0.28 -0.50 0.36
H -0.892709 -6.060767 -0.451953 0.25 -0.11 -0.44
H -1.024520 -4.199754 -1.982421 0.72 -0.63 -0.07
H 1.688682 -5.515831 -1.964498 1.23 -1.51 -0.30
H 1.128479 -4.239846 -0.992984 0.28 0.49 -0.51
H 3.290459 -3.071941 -3.813341 0.20 0.29 -0.01
H 3.358524 -4.660436 -3.094851 0.56 -0.02 0.21
H 3.313956 -3.213043 -1.992865 -0.51 -0.29 -0.73
B -2.561883 -0.746097 -5.129369 0.27 0.72 -0.76
F -2.364037 -1.894949 -4.398641 -0.14 -1.36 0.79
F -1.993215 -0.891456 -6.391495 0.10 0.15 0.04
F -3.921459 -0.416778 -5.283810 -0.73 -0.15 0.15
F -1.989044 0.314655 -4.409829 0.35 0.47 0.07
B 1.122874 3.066732 2.790344 -0.43 -0.14 -0.29
F 2.046467 2.769115 1.783603 0.49 -1.15 -0.87
F 0.433784 1.836132 3.294154 0.98 1.32 -0.99
F 1.896481 3.563463 3.825941 -0.36 0.24 0.71
F 0.228824 3.944751 2.192624 -0.27 -0.33 0.95
B -4.317880 1.158435 -0.022736 0.93 0.14 0.27
F -4.263610 2.154383 0.964315 -0.49 -0.72 -0.58
F -3.370332 0.076976 0.444496 -0.81 0.41 -0.53
F -5.599434 0.564135 -0.228764 1.18 0.42 0.40
F -3.781975 1.646453 -1.233005 -0.47 -0.31 0.35
Cl 3.771809 -1.515750 0.069004 -0.11 -1.43 1.53
Cl -2.080639 -3.552007 0.523729 -0.02 -0.26 -0.22
Cl 6.769280 0.703060 3.197650 0.25 -0.29 0.08
```
Positions in Å, forces in eV/Å.

The value obtained for the total energy is -147811.2229 eV. The net charge is +2. As for the spin multiplicity: 1. The strongest force on any atom is 3.24 eV/Å. The HOMO energy is -0.4807 hartree. For the frontier orbital gap, the calculation gives 9.41 eV.